No. 1
A molecular structure, C6H7AlLiO6 at a distorted geometry. Source: the OMol25 dataset; level of theory: ωB97M-V with the def2-TZVPD basis set.

## Properties
Energy above the lowest of the compared OMol25 structures with the same formula, charge and spin in kcal per mole: 0.0
Orbital gap (alpha / beta) in Eh: 0.2975 / 0.1573
HOMO level (alpha / beta) in eV: -21.03 / -20.24
Charge: +3
Strongest force on any atom in hartree/bohr: 0.303

Cartesian coordinates (Å):
O (4.66241, -0.13061, -0.31620)
C (3.54465, 0.21450, 0.09289)
O (3.38231, 1.30720, 0.71580)
O (2.48572, -0.58633, -0.19422)
C (1.33619, -0.33188, 0.43705)
C (0.67915, -1.47332, 0.98463)
Al (4.88932, 1.39923, 0.49700)
H (0.13584, -1.30976, 1.92398)
H (1.28919, -2.38360, 0.95359)
Li (1.60048, 1.75738, 1.34829)
C (-0.48799, -1.16619, -0.24306)
C (-1.40473, 0.01029, 0.03490)
O (-2.54958, -0.11627, -0.80883)
C (-3.38250, 0.91029, -0.85317)
O (-3.34733, 1.88285, -0.13866)
O (-4.18570, 0.75261, -1.89745)
H (-1.07182, -2.09566, -0.19976)
H (-0.16295, -1.16954, -1.29300)
H (-0.92364, 0.97770, -0.15979)
H (-1.71508, 0.03653, 1.08822)
H (-4.77394, 1.51460, -1.97222)

***

No. 2
2 unconnected molecules or ions with the total composition C6H11BrCl2F at a distorted geometry. Source: the OMol25 dataset; level of theory: ωB97M-V with the def2-TZVPD basis set.

## Properties
Orbital gap in Eh: 0.1771
HOMO level in eV: -2.11
Charge: -1
Strongest force on any atom in hartree/bohr: 0.020

Cartesian coordinates (Å):
C (1.27768, -0.23501, -0.15178)
C (0.15653, -1.27061, -0.23367)
F (-1.09258, -0.60310, -0.30001)
C (0.38332, -2.22632, -1.41427)
C (1.10618, -3.48140, -0.84827)
Br (2.46544, -4.02940, -2.25640)
H (2.16725, -0.79516, 0.13629)
H (1.04066, 0.54644, 0.56751)
H (1.46451, 0.20359, -1.13184)
H (0.17233, -1.84999, 0.68749)
H (-0.56290, -2.42828, -1.93366)
H (1.05587, -1.75568, -2.12734)
H (0.38721, -4.30861, -0.84580)
Cl (-1.27450, 3.59801, -0.70317)
C (-1.64034, 2.48458, 0.64149)
C (-1.06500, 2.97755, 1.94734)
Cl (0.71361, 2.89070, 1.95979)
H (-1.25824, 1.50014, 0.37560)
H (-2.72498, 2.42852, 0.71959)
H (-1.41849, 2.34752, 2.76203)
H (-1.35356, 4.00652, 2.14908)

***

E? In order: -25385.471; -104204.877 eV.